Record 1
{
  "formula": "C7H14",
  "method": "ωB97M-V with the def2-TZVPD basis set",
  "elements": ["C", "C", "C", "C", "H", "H", "H", "H", "H", "H", "H", "H", "C", "C", "C", "H", "H", "H", "H", "H", "H"],
  "coordinates": [[-2.259777, -0.063576, 1.158478], [-1.873537, -0.017386, -0.290110], [-1.017775, 0.832435, -0.855784], [-0.198774, 1.883439, -0.167398], [-1.589639, 0.518981, 1.797858], [-3.263758, 0.366482, 1.253214], [-2.303631, -1.086892, 1.548286], [-2.410856, -0.712483, -0.936588], [-0.914888, 0.809152, -1.940692], [0.832148, 1.890291, -0.541921], [-0.155637, 1.757855, 0.919199], [-0.637085, 2.865323, -0.377669], [1.088283, -1.552680, -1.246218], [2.105348, -0.963798, -0.624651], [2.055507, -0.558382, 0.817802], [1.192494, -1.996060, -2.231065], [0.117480, -1.609366, -0.763521], [3.074799, -0.891381, -1.116703], [1.025107, -0.461503, 1.180434], [2.530955, -1.373995, 1.373731], [2.603236, 0.363537, 1.043312]],
  "forces_ev_per_angstrom": [[0.0, 0.1, 0.1], [0.0, 0.2, -0.1], [-0.2, 0.0, 0.0], [0.0, 0.1, 0.1], [-0.1, -0.1, -0.1], [0.1, -0.1, 0.2], [0.0, 0.1, -0.1], [0.1, 0.1, 0.0], [0.1, -0.1, 0.2], [-0.2, 0.0, 0.0], [-0.1, 0.0, -0.2], [0.2, 0.0, 0.1], [0.2, 0.1, 0.1], [-0.1, -0.3, -0.1], [0.0, 0.0, 0.1], [0.0, 0.2, 0.0], [0.2, -0.2, -0.1], [-0.1, 0.0, 0.0], [0.2, 0.0, -0.1], [0.0, 0.2, 0.2], [-0.1, -0.1, -0.1]],
  "nbo_charge": [-0.653, -0.205, -0.171, -0.657, 0.208, 0.220, 0.215, 0.197, 0.201, 0.221, 0.207, 0.220, -0.405, -0.181, -0.652, 0.197, 0.200, 0.193, 0.213, 0.221, 0.212],
  "total_energy_ha": -275.055013,
  "fmax_ev_per_a": 0.34,
  "relative_energy_ev": 1.666,
  "homo_energy_ha": -0.32833
}

***

Record 2
{
  "formula": "C7H14",
  "method": "ωB97M-V with the def2-TZVPD basis set",
  "elements": ["C", "C", "C", "C", "C", "C", "C", "H", "H", "H", "H", "H", "H", "H", "H", "H", "H", "H", "H", "H", "H"],
  "coordinates": [[0.296197, -2.046620, 0.140378], [0.017237, -0.906591, -0.787699], [0.922541, 0.318748, -0.293518], [1.705892, 0.309864, 0.988480], [-0.553047, 0.391378, -0.332615], [-1.343271, 0.449334, 0.951790], [-1.105556, 1.276887, -1.418643], [0.594390, -2.946893, -0.399662], [-0.473266, -2.291851, 0.876433], [1.156535, -1.677568, 0.725308], [0.067079, -1.084737, -1.862002], [1.520976, 0.785031, -1.071748], [1.583207, 1.415641, 0.824996], [2.752374, -0.037315, 0.936155], [1.267779, 0.122712, 1.974288], [-2.379836, 0.160783, 0.748800], [-1.339205, 1.470548, 1.349071], [-0.957420, -0.220444, 1.726208], [-0.484223, 1.230958, -2.320697], [-2.119670, 0.962829, -1.681013], [-1.128713, 2.317308, -1.074311]],
  "forces_ev_per_angstrom": [[0.3, -0.2, 0.5], [1.5, 0.6, 0.1], [-0.5, -2.3, -1.5], [-0.1, 2.4, -0.2], [-0.4, 0.4, 0.0], [-0.1, 0.0, 0.1], [-0.2, 0.1, -0.1], [-0.1, 0.0, 0.1], [-0.2, -0.1, -0.3], [-0.3, -1.1, 0.1], [-0.2, 0.0, 0.3], [-0.5, 0.2, -0.1], [1.7, 0.0, 1.8], [-0.6, 0.3, -0.1], [-0.2, -0.4, -0.6], [0.1, 0.1, 0.1], [-0.1, -0.1, 0.0], [0.0, 0.1, -0.2], [-0.1, 0.0, 0.2], [0.0, 0.1, 0.0], [-0.1, -0.1, -0.1]],
  "nbo_charge": [-0.621, -0.246, -0.217, -0.676, -0.071, -0.603, -0.580, 0.219, 0.202, 0.212, 0.213, 0.212, 0.253, 0.225, 0.223, 0.214, 0.209, 0.213, 0.208, 0.206, 0.205],
  "total_energy_ha": -275.038876,
  "fmax_ev_per_a": 2.79,
  "relative_energy_ev": 2.105,
  "homo_energy_ha": -0.31751
}

***

Record 3
{
  "formula": "C7H14",
  "method": "ωB97M-V with the def2-TZVPD basis set",
  "elements": ["C", "C", "C", "C", "C", "C", "C", "H", "H", "H", "H", "H", "H", "H", "H", "H", "H", "H", "H", "H", "H"],
  "coordinates": [[0.978323, -1.629800, -0.891834], [0.336731, -0.259220, -1.016212], [0.661056, 0.918269, -0.121152], [1.691099, 0.819330, 0.985101], [-0.701456, 0.267118, -0.047043], [-1.067083, -0.542610, 1.180118], [-1.899197, 0.972055, -0.659655], [2.073701, -1.581296, -0.906643], [0.665576, -2.256916, -1.733245], [0.686203, -2.161049, 0.019632], [0.151934, 0.023404, -2.053119], [0.682926, 1.879977, -0.637017], [1.464257, 1.504240, 1.811417], [2.684977, 1.081979, 0.602508], [1.761931, -0.190740, 1.401751], [-1.841042, -1.279047, 0.934892], [-1.465140, 0.113575, 1.964809], [-0.218570, -1.083500, 1.605899], [-1.599164, 1.730313, -1.391779], [-2.540451, 0.244256, -1.173192], [-2.513413, 1.468929, 0.101163]],
  "forces_ev_per_angstrom": [[0.0, 0.0, 0.1], [0.0, 0.0, -0.1], [0.1, 0.1, 0.0], [0.0, -0.1, 0.0], [0.0, 0.0, 0.0], [0.0, 0.0, 0.0], [0.0, 0.0, 0.0], [-0.1, 0.0, 0.0], [0.1, 0.1, 0.1], [0.1, 0.1, -0.1], [0.0, 0.0, 0.2], [-0.1, -0.2, 0.1], [0.0, -0.1, -0.1], [-0.2, -0.1, 0.1], [0.0, 0.2, -0.1], [0.1, 0.1, 0.0], [0.0, -0.1, -0.1], [-0.1, 0.1, 0.0], [0.0, -0.1, 0.1], [0.1, 0.1, 0.1], [0.1, 0.0, -0.1]],
  "nbo_charge": [-0.618, -0.224, -0.217, -0.614, -0.053, -0.608, -0.592, 0.209, 0.216, 0.207, 0.208, 0.207, 0.211, 0.213, 0.206, 0.210, 0.211, 0.209, 0.208, 0.206, 0.206],
  "total_energy_ha": -275.088495,
  "fmax_ev_per_a": 0.21,
  "relative_energy_ev": 0.755,
  "homo_energy_ha": -0.34810
}

***

Record 4
{
  "formula": "C7H14",
  "method": "ωB97M-V with the def2-TZVPD basis set",
  "elements": ["C", "C", "C", "C", "C", "C", "C", "H", "H", "H", "H", "H", "H", "H", "H", "H", "H", "H", "H", "H", "H"],
  "coordinates": [[1.598675, 0.635031, 0.235067], [0.353770, 1.581940, 0.158068], [-0.915056, 1.044293, 0.905764], [-1.751016, -0.026187, 0.251079], [-1.044555, -1.063998, -0.698660], [0.366137, -1.568692, -0.336840], [1.533909, -0.619607, -0.644888], [1.778393, 0.332186, 1.277748], [2.500317, 1.200153, -0.060705], [0.649551, 2.528986, 0.614390], [0.172811, 1.780307, -0.908961], [-0.554585, 0.748017, 1.892850], [-1.906053, 1.489873, 1.348387], [-2.412729, -0.044687, 1.235131], [-2.579969, 0.370256, -0.336452], [-1.709581, -1.922441, -0.809504], [-0.982549, -0.639452, -1.728441], [0.375882, -1.821859, 0.729266], [0.553744, -2.506079, -0.881676], [1.495273, -0.319016, -1.703933], [2.477630, -1.179022, -0.537691]],
  "forces_ev_per_angstrom": [[-0.3, 0.1, 0.1], [-0.4, 0.3, 0.1], [-0.5, 0.3, 0.5], [-0.7, -0.1, 0.6], [-0.3, -0.1, 0.5], [-0.1, 0.0, 0.2], [-0.2, 0.1, 0.0], [-0.2, 0.1, -0.1], [-0.4, 0.0, 0.1], [0.0, 0.1, -0.1], [-0.2, 0.0, 0.3], [0.4, -0.8, -0.1], [2.3, 2.0, -1.0], [0.8, -2.8, -1.6], [0.4, 0.6, -0.5], [0.0, -0.1, 0.0], [-0.2, 0.1, 0.7], [0.1, -0.1, 0.0], [-0.1, 0.2, 0.1], [-0.1, 0.0, 0.2], [-0.2, 0.2, 0.0]],
  "nbo_charge": [-0.390, -0.415, -0.418, -0.411, -0.412, -0.404, -0.395, 0.193, 0.207, 0.213, 0.197, 0.189, 0.221, 0.211, 0.197, 0.215, 0.200, 0.197, 0.208, 0.191, 0.207],
  "total_energy_ha": -275.042728,
  "fmax_ev_per_a": 3.32,
  "relative_energy_ev": 2.001,
  "homo_energy_ha": -0.35422
}